No. 1
53
Properties=species:S:1:pos:R:3:forces:R:3:lowdin_charge:R:1 method="wB97M-V/def2-TZVPD" homo_energy_ev=-8.02 lumo_ev=0.8 charge=0
C -4.53296 2.57103 -3.67223 0.2 0.1 0.4 -0.07
C -4.34491 3.27926 -2.33332 -0.3 0.0 -0.3 -0.25
O -3.01462 3.21169 -1.86348 0.3 0.0 0.1 -0.05
C -2.54344 2.06054 -1.31483 0.2 -0.3 0.2 -0.26
C -1.18399 2.07568 -0.99665 -0.1 0.2 -0.1 0.08
C -0.58473 0.97723 -0.40852 -0.3 0.0 0.0 -0.13
C -1.35987 -0.15822 -0.10795 -0.1 0.0 0.1 -0.22
C -2.69789 -0.17425 -0.44686 0.4 -0.1 0.1 -0.01
C -3.29540 0.92155 -1.05092 -0.2 0.3 -0.2 -0.02
H -4.34377 0.86604 -1.29577 -0.1 0.0 -0.1 0.10
H -3.28117 -1.05962 -0.24503 0.0 -0.1 0.0 0.12
O -0.74747 -1.24648 0.50286 -0.1 0.2 -0.5 -0.09
C -0.79660 -1.22055 1.92418 -0.1 -0.1 0.6 -0.24
C -2.15851 -1.60456 2.48995 0.3 0.1 -0.3 -0.06
H -2.09479 -1.66888 3.57290 0.0 0.0 0.1 0.08
H -2.46593 -2.57006 2.09587 -0.1 -0.1 0.0 0.08
H -2.90646 -0.86012 2.22659 -0.1 0.0 0.0 0.07
H -0.03859 -1.94256 2.23974 -0.1 0.2 0.0 0.10
H -0.51524 -0.22263 2.28993 0.1 -0.1 -0.1 0.12
N 0.77524 0.89490 -0.11282 -0.2 -0.5 0.1 0.18
C 1.73726 1.83984 -0.24996 0.6 -0.1 0.1 -0.43
O 1.52967 2.99843 -0.54084 -0.1 0.3 -0.1 0.08
C 3.16162 1.35411 0.03441 0.1 0.1 0.0 -0.20
H 3.80094 2.00017 -0.57657 -0.2 -0.1 0.0 0.15
C 3.45213 -0.10168 -0.35050 0.1 0.2 -0.4 -0.11
N 2.88434 -1.04136 0.58972 0.1 0.3 0.1 -0.08
C 2.21020 -2.13838 0.17905 -0.3 -0.7 -0.2 -0.38
N 1.92716 -2.23057 -1.12807 0.2 0.3 0.0 0.13
C 1.22093 -3.27293 -1.51179 -0.1 -0.3 0.1 -0.13
C 0.79081 -4.25379 -0.62964 0.0 0.0 0.0 -0.06
C 1.15028 -4.06956 0.69600 -0.1 -0.1 -0.3 -0.14
N 1.85027 -3.03160 1.11070 0.2 0.1 0.2 0.12
H 0.87013 -4.77700 1.46761 -0.1 -0.1 0.0 0.11
H 0.21325 -5.10222 -0.95357 -0.1 -0.1 0.0 0.09
H 0.99693 -3.31769 -2.57045 -0.1 -0.1 -0.1 0.11
C 3.27129 -0.84841 1.96646 -0.2 0.1 0.5 -0.15
H 4.35958 -0.96615 2.05965 0.0 0.0 0.0 0.13
C 2.87134 0.55576 2.41768 0.3 -0.1 0.0 -0.16
C 3.51905 1.59702 1.50992 -0.2 0.1 0.0 -0.14
H 3.20373 2.60188 1.79543 0.1 0.0 0.0 0.12
H 4.60492 1.54039 1.62125 0.0 0.0 0.0 0.12
H 1.78560 0.65599 2.38538 -0.1 0.0 0.1 0.10
H 3.19323 0.71014 3.44847 0.0 0.0 0.0 0.11
H 2.78151 -1.61609 2.56512 0.2 0.1 0.0 0.11
H 4.54313 -0.23717 -0.36916 0.0 0.0 0.0 0.14
H 3.05654 -0.33365 -1.34037 0.2 0.1 0.1 0.12
H 1.06032 -0.04402 0.14146 0.1 0.2 0.0 0.11
H -0.60588 2.95638 -1.21829 0.0 0.0 0.0 0.12
H -4.53437 4.34986 -2.45229 0.0 -0.2 0.1 0.12
H -5.04362 2.88857 -1.58285 0.1 0.1 0.0 0.11
H -4.31683 1.50924 -3.58374 0.0 -0.1 0.0 0.07
H -3.85773 2.99713 -4.40971 0.0 0.0 -0.1 0.08
H -5.55662 2.69738 -4.01418 -0.1 0.0 -0.1 0.08

---

No. 2
66
Properties=species:S:1:pos:R:3:forces:R:3:lowdin_charge:R:1 method="wB97M-V/def2-TZVPD" s2=0.754 spin_multiplicity=2 homo_energy_ev="-9.81 / -10.93" lumo_ev="-3.2 / -3.3" charge=+1
Ga 2.42997 -1.33819 -1.20084 0.5 -0.3 0.1 0.17
F 3.39932 -6.23344 2.44512 0.0 0.0 0.1 0.16
C 2.80023 -5.49764 1.50446 0.0 0.1 -0.1 -0.61
F 2.81425 -6.19711 0.36560 0.0 0.0 0.0 0.15
F 1.51895 -5.33970 1.86711 -0.1 0.0 0.0 0.14
C 3.47947 -4.16022 1.34268 0.0 0.0 0.0 -0.09
C 4.53749 -3.79507 2.14688 0.0 0.0 0.0 0.04
C 5.12964 -2.53766 2.01628 0.0 0.0 0.0 -0.02
C 4.62547 -1.67950 1.07426 -0.1 0.0 -0.1 -0.07
N 3.60090 -2.03763 0.28553 0.1 0.1 0.2 -0.05
C 3.01937 -3.24941 0.38627 -0.1 0.0 0.0 -0.59
S 1.71712 -3.46979 -0.75295 -0.1 -0.2 0.1 0.82
H 4.90533 -4.49359 2.88629 0.0 0.0 0.0 0.14
H 5.95875 -2.23868 2.63996 0.0 0.0 0.0 0.12
H 5.02982 -0.68740 0.92280 0.0 0.0 0.0 0.13
S 3.22396 -0.97543 -4.30985 0.1 -0.1 -0.2 0.71
C 3.43963 -1.43990 -2.85087 -0.1 0.5 -0.1 -0.71
C 0.43323 1.59619 0.26477 0.4 0.1 0.1 -0.49
P 0.63430 -0.11197 -0.29017 -0.7 -0.3 -0.4 0.97
C -0.15989 -0.20529 -1.93420 0.0 0.0 -0.1 -0.38
C 0.36129 0.72001 -2.85094 -0.1 0.0 0.1 -0.15
C -0.04695 0.71373 -4.17155 0.0 0.0 0.0 -0.08
C -0.95275 -0.24302 -4.61308 0.0 0.1 0.0 -0.06
C -1.43394 -1.19244 -3.72959 0.0 0.0 0.1 -0.05
C -1.04238 -1.17964 -2.39627 0.1 0.2 0.0 -0.06
C -0.01622 -1.14929 1.03661 0.1 0.0 0.1 -0.41
C 0.70503 -1.00513 2.22595 0.0 -0.1 0.0 -0.12
C 0.37606 -1.75185 3.34457 0.0 0.0 0.0 -0.06
C -0.67225 -2.65889 3.28275 0.0 0.0 0.0 -0.05
C -1.38170 -2.81862 2.10327 0.0 0.0 0.0 -0.05
C -1.05578 -2.07184 0.98054 0.0 0.1 0.2 -0.09
P -1.16329 1.89657 1.17425 -0.1 0.2 0.1 1.05
C -1.13457 3.73420 1.17463 0.0 0.0 0.0 -0.39
C 0.00309 4.51753 0.99611 -0.1 0.0 0.0 -0.10
C -0.07024 5.90482 1.07958 0.0 -0.1 0.0 -0.08
C -1.27869 6.52232 1.34825 -0.1 0.0 0.0 -0.08
C -2.41942 5.75020 1.54102 0.0 0.0 0.0 -0.07
C -2.34629 4.37014 1.46012 0.0 0.0 0.0 -0.10
C -2.37530 1.56298 -0.15087 -0.1 0.1 0.0 -0.41
C -2.37756 2.22823 -1.37902 0.0 0.0 0.0 -0.10
C -3.36038 1.96353 -2.31665 0.0 -0.1 0.0 -0.07
C -4.36297 1.03839 -2.03116 0.1 0.0 0.0 -0.07
C -4.38005 0.38408 -0.80986 0.1 0.0 0.0 -0.07
C -3.38523 0.64709 0.12840 0.0 0.0 -0.1 -0.11
H 0.56193 2.24651 -0.60163 0.0 0.0 0.0 0.05
H 1.22976 1.81639 0.98013 0.1 0.0 -0.1 0.05
H 1.09444 1.45415 -2.53348 0.0 0.0 0.0 0.11
H 0.35459 1.44479 -4.86089 0.0 0.0 0.0 0.12
H -1.27435 -0.25050 -5.64611 0.0 0.0 0.0 0.12
H -2.12286 -1.95346 -4.07131 0.0 0.0 0.0 0.12
H -1.44132 -1.92930 -1.74263 -0.1 -0.2 0.1 0.09
H 1.53380 -0.30582 2.28418 0.0 0.0 0.0 0.11
H 0.93888 -1.62790 4.26050 0.0 0.0 0.0 0.11
H -0.93670 -3.24036 4.15605 0.0 0.0 0.0 0.12
H -2.19090 -3.53475 2.04932 0.0 0.0 0.0 0.12
H -1.62868 -2.21592 0.08689 -0.1 0.0 -0.2 0.08
H 0.96444 4.06577 0.79293 0.0 0.0 0.0 0.09
H 0.82265 6.49924 0.93335 0.0 0.0 0.0 0.11
H -1.33490 7.60097 1.41285 0.0 0.0 0.0 0.11
H -3.36704 6.22641 1.75750 0.0 0.0 0.0 0.11
H -3.24351 3.77965 1.61237 0.0 0.0 0.0 0.11
H -1.61916 2.97474 -1.59285 0.0 0.0 0.0 0.11
H -3.36016 2.48783 -3.26391 0.0 0.0 0.0 0.11
H -5.13631 0.83934 -2.76217 0.0 0.0 0.0 0.11
H -5.17032 -0.31871 -0.57935 0.0 0.0 0.0 0.11
H -3.40111 0.14926 1.09204 0.0 0.0 0.0 0.10